(1)
DFT (ωB97M-V/def2-TZVPD) results for a structure of composition C5H9NS in a non-equilibrium geometry.

Positions of all 16 atoms, in Å:
1 C -1.534 1.746 -0.132
2 C -0.464 0.895 -0.104
3 C 1.298 -0.314 1.033
4 C -0.267 -1.648 -0.358
5 C -0.100 -0.371 0.495
6 N 0.396 1.676 -1.019
7 S -0.881 2.850 -1.371
8 H -2.450 1.676 0.291
9 H 1.473 -1.274 1.506
10 H 1.492 0.629 1.727
11 H 2.018 -0.128 0.196
12 H 0.619 -1.903 -0.928
13 H -1.053 -1.763 -1.158
14 H -0.409 -2.593 0.184
15 H -0.797 -0.501 1.483
16 H 0.659 1.023 -1.845

- E: -17653.6607 eV
- Relative energy (zero: lowest compared OMol25 entry of this formula, charge and spin): 2.533 eV
- Spin multiplicity: 1

(2)
DFT (ωB97M-V/def2-TZVPD) results for an isolated molecule of C3H7NO2 in a non-equilibrium geometry.

Positions of all 13 atoms, in Å:
1 C -1.419 0.402 0.120
2 C -0.792 -0.316 -1.072
3 O 0.609 -0.127 -1.181
4 C 1.395 -0.664 -0.075
5 N 1.932 0.491 0.331
6 O 1.434 -1.819 0.245
7 H -1.276 1.488 0.071
8 H -1.001 0.044 1.067
9 H -2.498 0.206 0.136
10 H -0.932 -1.394 -1.010
11 H -1.215 0.055 -2.012
12 H 2.661 0.570 1.035
13 H 1.380 1.039 -0.402

- E: -8809.0177 eV
- SMILES: CCOC(N)=O
- Relative energy (zero: lowest compared OMol25 entry of this formula, charge and spin): 1.511 eV
- Spin multiplicity: 1

Repeat the first record exactly.
DFT (ωB97M-V/def2-TZVPD) results for a structure of composition C5H9NS in a non-equilibrium geometry.

Positions of all 16 atoms, in Å:
1 C -1.534 1.746 -0.132
2 C -0.464 0.895 -0.104
3 C 1.298 -0.314 1.033
4 C -0.267 -1.648 -0.358
5 C -0.100 -0.371 0.495
6 N 0.396 1.676 -1.019
7 S -0.881 2.850 -1.371
8 H -2.450 1.676 0.291
9 H 1.473 -1.274 1.506
10 H 1.492 0.629 1.727
11 H 2.018 -0.128 0.196
12 H 0.619 -1.903 -0.928
13 H -1.053 -1.763 -1.158
14 H -0.409 -2.593 0.184
15 H -0.797 -0.501 1.483
16 H 0.659 1.023 -1.845

- E: -17653.6607 eV
- Relative energy (zero: lowest compared OMol25 entry of this formula, charge and spin): 2.533 eV
- Spin multiplicity: 1